Formula: C5H8Cl2S
Source: the OMol25 dataset
Level of theory: ωB97M-V/def2-TZVPD

Values from the calculation:
2S+1: 1
SMILES: C[C@H](CCl)C(=S)CCl
ΔE to the lowest compared entry with this formula, charge and spin, kJ/mol: 34.4
HOMO-LUMO gap, eV: 8.5

Last column: natural (NBO) charge in e.
CARTESIAN COORDINATES (ANGSTROEM)
1 C 0.96 1.17 1.15  -0.616
2 C 0.18 0.12 0.50  -0.358
3 C 1.07 -1.08 0.11  -0.390
4 Cl 2.15 -0.84 -1.22  -0.043
5 C -0.83 0.61 -0.52  -0.055
6 S -1.06 2.13 -1.01  0.114
7 C -1.66 -0.50 -1.21  -0.443
8 Cl -2.82 -1.32 -0.11  -0.058
9 H 0.30 1.91 1.60  0.230
10 H 1.42 1.75 0.32  0.224
11 H 1.75 0.85 1.85  0.222
12 H -0.44 -0.28 1.31  0.250
13 H 1.76 -1.27 0.97  0.226
14 H 0.58 -2.05 -0.13  0.227
15 H -2.35 0.00 -1.96  0.246
16 H -1.00 -1.20 -1.65  0.224

***

Formula: C5H8Cl3N2OS
Source: the OMol25 dataset
Level of theory: ωB97M-V/def2-TZVPD

Values from the calculation:
2S+1: 1
Charge: +1
ΔE to the lowest compared entry with this formula, charge and spin, kJ/mol: 188.7
HOMO-LUMO gap (spin up / spin down), eV: 6.0 / 6.1

Last column: natural (NBO) charge in e.
CARTESIAN COORDINATES (ANGSTROEM)
1 C 1.79 -0.34 -2.08  0.333
2 C 1.05 -1.17 -0.07  -0.348
3 C -0.96 1.10 1.05  -0.709
4 C -1.50 -0.30 1.32  0.439
5 C 1.12 -2.33 0.82  -0.126
6 N 2.37 0.60 -1.27  -0.703
7 N 1.14 -1.29 -1.49  -0.500
8 O -1.65 -0.79 2.52  -0.599
9 S 2.05 0.25 0.38  0.501
10 Cl 1.33 -1.87 2.48  0.088
11 Cl -0.24 -3.40 0.66  0.029
12 Cl 2.60 -3.42 0.26  -0.127
13 H 1.88 -0.21 -3.14  0.243
14 H -1.50 1.78 1.72  0.274
15 H 0.07 1.13 1.56  0.272
16 H -0.96 1.28 0.05  0.242
17 H -1.90 -0.89 0.38  0.218
18 H -1.94 -1.71 2.66  0.542
19 H 3.18 1.13 -1.61  0.455
20 H 0.65 -2.08 -2.04  0.475

***

Formula: C5H8ClFS
Source: the OMol25 dataset
Level of theory: ωB97M-V/def2-TZVPD

Values from the calculation:
2S+1: 1
SMILES: C[C@@]1(S)C[C@]1(Cl)CF
ΔE to the lowest compared entry with this formula, charge and spin, kJ/mol: 324.6
HOMO-LUMO gap, eV: 9.6

Last column: natural (NBO) charge in e.
CARTESIAN COORDINATES (ANGSTROEM)
1 C -0.47 -1.63 -0.84  -0.632
2 C -0.61 -0.33 -0.08  -0.172
3 S -2.14 0.68 -0.34  -0.015
4 C -0.10 -0.33 1.32  -0.434
5 C 0.79 0.23 0.17  -0.102
6 Cl 2.22 -0.62 -0.41  -0.008
7 C 1.12 1.63 0.28  0.027
8 F 1.34 2.19 -0.95  -0.348
9 H -1.35 -2.35 -0.44  0.218
10 H -0.86 -1.34 -1.94  0.227
11 H 0.52 -2.10 -0.65  0.251
12 H -2.04 0.45 -1.97  0.151
13 H -0.01 -1.17 2.12  0.262
14 H -0.39 0.70 1.97  0.216
15 H 0.16 2.06 0.71  0.171
16 H 1.83 1.91 1.07  0.187

***

Formula: C5H8ClN
Source: the OMol25 dataset
Level of theory: ωB97M-V/def2-TZVPD

Values from the calculation:
2S+1: 1
ΔE to the lowest compared entry with this formula, charge and spin, kJ/mol: 575.5
HOMO-LUMO gap, eV: 8.7

Last column: natural (NBO) charge in e.
CARTESIAN COORDINATES (ANGSTROEM)
1 C -0.60 -2.37 -0.02  0.112
2 C 0.04 2.12 -0.50  -0.623
3 C -1.28 1.90 0.15  -0.617
4 C -0.09 1.30 0.76  0.211
5 C 1.40 -1.13 0.11  -0.494
6 N -0.01 -1.34 -0.08  -0.406
7 Cl 0.00 -3.98 0.24  -0.078
8 H 0.43 1.62 -1.38  0.256
9 H 0.52 3.19 -0.38  0.243
10 H -1.58 2.71 0.92  0.263
11 H -2.11 1.42 -0.31  0.259
12 H -1.73 -2.45 -0.16  0.183
13 H 1.94 -2.13 0.29  0.200
14 H 1.20 -0.37 0.95  0.279
15 H 1.86 -0.51 -0.59  0.212